8
Properties=species:S:1:pos:R:3:forces:R:3:nbo_charge:R:1 method="wB97M-V/def2-TZVPD" e_lumo_ev=3.3193 molar_mass_g_mol=204.9 total_charge=-1 relative_energy_kj_mol=454.3 multiplicity=1 smiles=[O-]P(I)CO homo_lumo_gap_ev=6.58
O -0.989644 -1.642927 -0.956459 0.8 -3.8 -4.3 -1.145
P -1.186663 -0.642607 0.025885 -0.2 2.5 5.4 1.068
I -2.429828 1.406861 -1.026342 0.2 0.9 -0.5 -0.529
C 0.756298 -0.155267 0.496421 0.9 -4.4 -2.2 -0.438
O 1.330270 1.085576 0.455529 -2.9 2.7 -0.9 -0.771
H 1.340061 -0.688734 -0.575334 -1.6 -0.1 3.6 0.139
H 0.792320 -0.545565 1.573403 0.4 -0.5 -1.5 0.166
H 0.387187 1.182663 0.006898 2.5 2.8 0.3 0.511

---

21
Properties=species:S:1:pos:R:3:forces:R:3:nbo_charge:R:1 method="wB97M-V/def2-TZVPD" e_lumo_ev=1.0731 molar_mass_g_mol=111.2 total_charge=0 relative_energy_kj_mol=703.9 multiplicity=1 smiles=CN1CC[C@@]2(C)C[C@@H]12 homo_lumo_gap_ev=9.25
C 2.409430 0.489492 -0.361622 2.4 1.3 -1.8 -0.440
N 1.080505 0.266371 0.095486 0.8 -3.1 -0.9 -0.416
C 0.947391 -1.362964 0.172094 -0.5 3.5 0.3 -0.246
C -0.552478 -1.474743 0.240078 -3.6 -0.5 2.2 -0.408
C -1.195179 0.003342 0.088392 1.6 0.6 -0.2 -0.086
C -1.445901 0.818817 1.383570 -2.7 -0.8 3.6 -0.645
C -1.409431 1.102067 -1.054156 -1.0 -0.5 2.2 -0.362
C 0.006515 0.414158 -0.840472 -3.1 -0.1 -0.8 -0.080
H 3.262057 0.274428 0.385665 -1.7 1.1 -0.7 0.210
H 2.818665 -0.030897 -1.255162 -0.8 -1.3 0.2 0.163
H 2.382204 1.435013 -0.953484 0.6 0.4 1.7 0.212
H 1.377612 -1.656272 1.069055 1.0 -0.6 1.7 0.202
H 1.552031 -1.767902 -0.651707 -0.8 0.0 -0.1 0.195
H -1.027776 -2.081372 1.148064 1.4 1.4 -1.6 0.220
H -0.949399 -1.960351 -0.581486 -0.6 -1.4 -1.8 0.215
H -1.319497 1.940096 1.356844 0.9 -1.4 0.1 0.226
H -2.630590 0.844518 1.531992 2.0 -0.4 -0.6 0.207
H -1.225431 0.314132 2.562382 0.2 1.5 -3.8 0.216
H -1.884482 0.836254 -1.970613 0.3 -0.3 -0.9 0.213
H -2.048994 2.000952 -0.636749 2.2 -1.5 -0.6 0.237
H -0.147251 -0.405140 -1.728172 1.4 1.9 1.8 0.167

---

21
Properties=species:S:1:pos:R:3:forces:R:3:nbo_charge:R:1 method="wB97M-V/def2-TZVPD" e_lumo_ev=-1.1398 molar_mass_g_mol=167.2 total_charge=0 relative_energy_kj_mol=166.0 multiplicity=1 smiles="N=C1N=CC=N1.C=CC(=O)NN" homo_lumo_gap_ev=8.86
N 2.591961 1.807778 -1.257021 -0.1 -0.5 0.2 -0.509
C 2.352103 0.786551 -0.555710 0.1 0.4 -0.2 0.450
N 2.603598 -0.544643 -1.025036 0.0 -0.3 0.3 -0.386
C 2.244566 -1.284536 -0.046599 0.7 0.4 -0.1 0.013
C 1.738595 -0.452523 1.081438 0.3 0.6 0.3 0.079
N 1.809946 0.788589 0.776940 0.2 -0.4 0.1 -0.452
H 2.321324 2.628859 -0.720006 0.0 0.1 0.0 0.354
H 2.301524 -2.364417 -0.064992 0.1 -0.1 0.0 0.205
H 1.374534 -0.816113 2.040936 0.1 0.1 -0.2 0.210
C -2.307522 2.087276 0.378041 -0.3 0.1 -0.1 -0.287
C -1.654259 0.935259 0.298666 0.7 0.1 0.4 -0.341
C -2.279125 -0.215269 -0.404561 -0.6 0.1 -0.2 0.628
O -3.385901 -0.164022 -0.923679 0.5 -0.1 0.2 -0.615
N -1.563515 -1.381380 -0.457326 -0.7 -0.1 -0.2 -0.462
N -0.307883 -1.546024 0.101279 -0.3 -0.3 -0.5 -0.641
H -3.298278 2.178917 -0.072188 0.3 0.0 0.1 0.218
H -1.894478 2.958740 0.879597 0.0 -0.2 -0.1 0.200
H -0.657132 0.810113 0.745256 -0.6 0.1 -0.3 0.232
H -2.017678 -2.145791 -0.948315 0.1 0.2 0.1 0.384
H -0.321483 -2.271187 0.807432 -0.1 -0.1 0.0 0.354
H 0.349112 -1.796177 -0.634162 -0.4 -0.1 0.1 0.363

---

16
Properties=species:S:1:pos:R:3:forces:R:3:nbo_charge:R:1 method="wB97M-V/def2-TZVPD" e_lumo_ev=0.8777 molar_mass_g_mol=90.1 total_charge=0 relative_energy_kj_mol=273.5 multiplicity=1 smiles="C=CO.CCO" homo_lumo_gap_ev=9.94
C 0.224160 0.552091 2.660489 -0.1 2.7 -2.5 -0.516
C 0.099156 1.281555 1.455686 0.6 -0.7 3.0 0.141
O 1.154477 1.532792 0.599550 -1.2 -1.2 -0.5 -0.731
H -0.482460 0.759599 3.449939 -0.7 -0.3 -0.3 0.201
H 1.121907 0.095401 3.087517 0.0 0.1 -0.9 0.205
H -0.815863 1.890533 1.197918 0.8 -1.0 0.5 0.166
H 0.910755 1.102480 -0.278412 0.7 0.6 1.0 0.507
C -1.089684 -0.389938 -1.850442 -0.1 0.9 -1.0 -0.655
C -0.001271 -1.232769 -1.159973 1.1 -2.6 1.7 -0.077
O 1.240957 -0.504578 -1.082396 0.6 -0.2 0.5 -0.755
H -1.377974 0.455365 -1.188940 0.3 -0.4 -0.3 0.212
H -2.024274 -0.980538 -1.987056 0.8 0.3 0.0 0.229
H -0.822563 0.116477 -2.912838 -0.2 -1.5 2.5 0.230
H -0.177403 -1.575390 -0.014214 -0.7 1.0 -2.6 0.181
H 0.241737 -2.265520 -1.657088 -0.8 1.9 0.3 0.171
H 1.798343 -0.837561 -0.319738 -1.1 0.5 -1.4 0.491

---

14
Properties=species:S:1:pos:R:3:forces:R:3:nbo_charge:R:1 method="wB97M-V/def2-TZVPD" e_lumo_ev=0.7882 molar_mass_g_mol=84.1 total_charge=0 relative_energy_kj_mol=472.7 multiplicity=1 homo_lumo_gap_ev=8.27
C 1.388990 -0.016944 -0.489394 0.1 0.0 -0.2 -0.442
C 0.523891 0.327276 0.696283 0.0 0.0 0.1 -0.237
C -0.821705 1.001771 0.456648 -0.1 0.0 0.1 -0.507
C -1.663646 0.239190 -0.573154 0.4 0.2 -0.1 -0.254
O -0.693362 -1.271154 -0.610584 -0.2 0.1 0.1 -0.566
C 0.515515 -1.051769 0.128775 0.1 0.0 0.1 0.051
H 1.094761 0.355191 -1.467308 0.0 0.0 0.2 0.232
H 2.459989 -0.106736 -0.330757 -0.2 0.0 0.0 0.228
H 1.015947 0.499129 1.650590 -0.1 0.0 -0.2 0.226
H -0.678170 2.038942 0.117711 -0.1 -0.1 0.0 0.218
H -1.335115 1.052853 1.427018 0.1 0.0 -0.2 0.196
H -1.353261 0.559650 -1.579415 0.0 -0.1 0.1 0.117
H -1.359836 -1.689328 -0.046754 0.1 -0.1 0.0 0.529
H 0.906001 -1.938066 0.620338 -0.1 0.2 -0.1 0.208

---

19
Properties=species:S:1:pos:R:3:forces:R:3:nbo_charge:R:1 method="wB97M-V/def2-TZVPD" e_lumo_ev="-5.6619 / -5.6631" molar_mass_g_mol=128.2 total_charge=+1 relative_energy_kj_mol=451.2 multiplicity=1 smiles="CCC1=[NH+]C=NN[C@H]1O" homo_lumo_gap_ev="8.19 / 8.18"
C -0.781531 2.058599 -0.836845 -0.9 0.3 -2.1 -0.625
C -0.056329 1.539462 0.375387 2.8 0.2 0.0 -0.508
C 0.028889 0.037977 0.348225 -4.4 0.9 3.3 0.481
N -0.871986 -0.729059 1.055688 1.2 4.0 -1.5 -0.503
C -0.505468 -1.992061 1.176360 2.7 -3.8 -0.1 0.209
N 0.751725 -2.371613 1.022007 -2.7 -2.4 2.0 -0.187
N 1.644721 -1.688262 0.288966 1.3 4.5 0.8 -0.345
C 0.906290 -0.760235 -0.473504 -0.5 3.3 -4.5 0.081
O 0.053705 -1.315834 -1.434067 1.1 -0.9 -2.3 -0.698
H -0.137321 2.551102 -1.624544 -0.5 -1.1 0.8 0.246
H -1.496601 2.846134 -0.640282 -0.2 0.1 0.6 0.255
H -1.377993 1.217433 -1.231706 0.2 0.6 -0.5 0.225
H -0.390656 2.002617 1.314698 0.0 -0.6 -0.2 0.265
H 1.020003 1.856318 0.185346 -1.0 -0.2 0.8 0.257
H -1.709289 -0.444219 1.613699 1.1 0.4 -0.8 0.468
H -1.303131 -2.683249 1.438078 0.7 -0.3 0.4 0.240
H 2.222322 -0.825458 0.772266 -0.4 -3.3 0.2 0.407
H 1.417613 0.091545 -1.047914 0.9 -1.6 1.0 0.219
H 0.585036 -1.391197 -2.301857 -1.4 -0.1 1.9 0.514